Molecular formula: FH5Si2
Method: DFT, ωB97M-V/def2-TZVPD

Computed properties:
Kohn-Sham gap (spin up / spin down)	8.017 / 11.368	eV
LUMO (spin up / spin down)	0.63 / -0.76	eV
energy above the lowest of the compared OMol25 structures with the same formula, charge and spin	0.0000	eV
HOMO energy (spin up / spin down)	-7.383 / -12.127	eV
calculated total energy	-18550.1718	eV

```
! wB97M-V def2-TZVPD RIJCOSX def2/J DEFGRID3
* xyz 0 3
F -1.17214 -0.41701 1.25456
Si 0.66386 -0.48575 -2.44001
Si -0.63924 0.87995 2.25800
H -0.65554 -0.53818 -3.01962
H 1.40579 -1.74362 -2.44757
H 0.98640 0.43563 -1.27739
H -1.32677 1.34562 3.53559
H 0.73764 0.52336 2.13644
*
```